Computed, not measured: C29H82FInNO11 as an isolated structure at a distorted geometry, with the ωB97M-V functional and the def2-TZVPD basis.

Structure (XYZ):
```
125
Properties=species:S:1:pos:R:3:forces:R:3
C -2.1903 3.9594 1.2774 0.00 0.84 0.90
C -3.3124 3.5158 2.2877 0.63 -0.68 -0.46
C -3.9200 2.0827 2.0267 -0.78 0.96 -0.65
C -3.6747 1.5106 0.5869 0.14 -1.70 1.59
C -2.3918 0.5950 0.6342 0.57 1.53 -1.05
C -1.7425 0.5940 -0.7920 -0.12 -0.74 0.36
C -0.5155 -0.3737 -0.9528 -0.74 0.32 -1.16
C -0.9655 -1.6142 -1.8059 1.03 -0.43 1.03
C 0.2272 -2.6165 -2.0669 -0.60 -0.04 0.53
C -0.1740 -4.0352 -1.5230 0.24 0.05 -1.03
C 0.9803 -5.0703 -1.6652 -0.08 -0.10 0.84
C 2.2062 -4.7605 -0.7026 0.22 0.26 -1.82
C 3.3941 -4.2349 -1.6144 -0.01 0.09 0.87
In 4.8391 -2.9162 -0.4640 0.24 -0.40 -0.10
C 4.6086 -0.7645 -1.1021 0.20 0.49 -1.02
C 4.7018 -0.7429 -2.6636 0.00 -1.50 1.99
F 4.0875 0.3886 -3.2484 0.36 -0.13 -0.15
C 4.6877 -3.2186 1.7671 0.50 0.26 0.52
N 5.0044 -4.6282 2.1902 -0.87 0.58 -0.01
C 3.9513 -5.1360 3.0779 0.21 -0.46 0.05
C 6.9383 -3.5888 -1.0799 -0.76 -0.11 0.14
O 7.7178 -2.3900 -1.3533 0.36 -0.17 0.44
C 8.0473 -1.7120 -0.1564 -0.11 0.19 0.14
H -2.6174 4.6229 0.4927 0.39 -0.78 0.19
H -1.4824 4.6080 1.8520 -0.43 -0.40 -0.51
H -1.5806 3.1338 0.8677 -0.55 0.44 0.03
H -4.1226 4.2719 2.2487 0.51 -0.36 0.27
H -2.8567 3.5010 3.2972 -0.54 0.28 -0.47
H -3.5448 1.3842 2.8012 -0.24 0.21 -0.56
H -5.0277 2.1782 2.1551 0.76 -0.19 0.17
H -3.6555 2.2682 -0.2128 0.17 -0.31 0.55
H -4.5288 0.8205 0.3798 0.52 0.63 -0.13
H -1.6417 1.0608 1.3193 -0.51 -0.43 -0.27
H -2.6076 -0.4177 1.0309 0.02 0.49 -0.39
H -2.5359 0.2644 -1.5060 0.53 0.28 0.32
H -1.4788 1.6371 -1.0854 -0.17 -0.63 0.36
H -0.0925 -0.6729 0.0314 -0.31 0.04 -0.59
H 0.2808 0.1567 -1.5159 -0.30 -0.34 0.39
H -1.7240 -2.1514 -1.1824 0.27 0.35 -0.64
H -1.4000 -1.3190 -2.7785 0.11 0.08 0.77
H 1.1535 -2.2813 -1.5406 -0.62 -0.11 -0.41
H 0.4484 -2.6250 -3.1661 -0.06 -0.26 0.91
H -0.5198 -3.9425 -0.4693 0.37 -0.04 -0.52
H -1.0689 -4.3539 -2.1165 0.57 0.07 0.43
H 1.3632 -5.0577 -2.7088 -0.31 -0.02 0.58
H 0.6302 -6.1115 -1.4690 -0.08 0.68 -0.12
H 1.9529 -3.9640 0.0378 -0.04 -0.76 -0.34
H 2.4930 -5.7018 -0.1850 -0.06 0.74 -0.07
H 3.9536 -5.0761 -2.0921 -0.54 0.54 0.24
H 2.9597 -3.5937 -2.4165 0.27 -0.49 0.38
H 5.4369 -0.1475 -0.6889 -0.59 -0.22 -0.11
H 3.6354 -0.3375 -0.7651 0.55 -0.32 -0.24
H 4.1940 -1.6646 -3.0327 0.02 0.89 -0.25
H 5.7749 -0.8422 -2.9288 -0.60 0.52 -0.23
H 5.4460 -2.5773 2.2928 -0.70 -0.18 -0.43
H 3.6852 -2.9040 2.1588 0.61 -0.29 -0.26
H 5.0643 -5.1988 1.3510 -0.19 -0.11 0.30
H 3.9373 -4.5531 4.0253 0.11 -0.26 -0.58
H 2.9239 -5.0621 2.6324 0.58 -0.16 0.27
H 4.1799 -6.1972 3.3481 -0.34 0.66 -0.20
H 6.8891 -4.1882 -2.0232 0.25 0.45 0.61
H 7.4165 -4.2049 -0.2833 -0.02 0.32 -0.67
H 7.8142 -0.6330 -0.2804 0.25 -0.47 0.06
H 7.4534 -2.0752 0.7195 0.36 0.15 -0.63
H 9.1303 -1.8297 0.0830 -0.55 0.04 -0.09
C -1.2811 1.0334 -5.1211 0.41 -0.09 0.16
O -0.5152 0.2098 -4.2443 -0.15 -0.07 -0.18
H -2.3176 0.6982 -5.0938 0.06 -0.05 0.08
H -1.2307 2.0735 -4.7949 -0.14 0.03 -0.17
H -0.9015 0.9479 -6.1404 -0.15 0.16 -0.04
H 0.3938 0.5204 -4.2814 0.08 -0.07 0.10
C 1.3146 -3.1304 -6.2307 -0.26 0.21 0.18
O 0.0077 -2.9004 -6.7500 -0.03 -0.08 -0.19
H 1.8328 -3.8299 -6.8842 -0.11 0.02 -0.03
H 1.8701 -2.1895 -6.1963 0.18 -0.12 0.09
H 1.2438 -3.5588 -5.2280 0.24 -0.01 0.00
H -0.4280 -2.2815 -6.1568 -0.02 0.02 0.04
C 9.9899 -6.4119 0.7585 0.06 0.07 -0.34
O 9.2606 -5.9905 -0.3861 0.00 -0.19 0.20
H 9.3035 -6.4731 1.6009 -0.04 0.05 -0.09
H 10.4325 -7.3973 0.5823 0.07 -0.02 0.19
H 10.7785 -5.6898 0.9890 0.04 -0.09 0.17
H 9.8806 -5.9414 -1.1174 -0.06 0.11 -0.11
C 7.9024 -7.1012 -3.5300 -0.13 0.40 0.12
O 6.8945 -6.2939 -4.1211 0.03 -0.18 -0.21
H 7.7103 -8.1421 -3.7870 -0.05 0.06 -0.06
H 8.8852 -6.8093 -3.9150 0.11 -0.18 0.09
H 7.8798 -6.9860 -2.4432 0.16 -0.13 0.01
H 7.0853 -5.3828 -3.8787 -0.16 0.05 0.08
C -3.3747 3.3251 6.3628 -0.29 0.18 -0.01
O -4.0764 4.2634 5.5568 0.02 -0.03 0.03
H -2.4952 2.9881 5.8164 -0.06 0.05 -0.03
H -3.0581 3.7951 7.2983 0.10 -0.16 0.05
H -4.0131 2.4647 6.5809 0.15 -0.10 0.08
H -4.8498 4.5492 6.0568 -0.01 0.18 -0.07
C -6.5761 7.4216 5.9436 0.30 0.03 -0.12
O -5.7977 6.6115 6.8238 -0.09 -0.20 0.16
H -7.6088 7.0841 5.9809 0.07 0.01 0.12
H -6.5279 8.4669 6.2597 -0.14 0.03 -0.11
H -6.1993 7.3220 4.9224 -0.16 0.12 -0.06
H -4.8917 6.9273 6.7729 0.07 -0.07 0.00
C -6.9856 3.3496 -1.1759 0.10 -0.34 -0.16
O -5.8244 2.5277 -1.1753 -0.24 0.32 0.00
H -6.7653 4.2587 -0.6187 0.07 -0.05 -0.02
H -7.2595 3.6150 -2.2008 -0.14 0.14 0.07
H -7.8173 2.8266 -0.6956 -0.11 0.16 -0.01
H -6.0368 1.7324 -1.6699 0.12 -0.09 0.00
C -9.1181 7.7171 8.7103 -0.26 0.01 -0.09
O -9.6192 7.9237 7.3933 0.16 0.01 -0.03
H -8.0313 7.7676 8.6776 -0.05 -0.02 -0.10
H -9.4944 8.4937 9.3817 0.10 -0.06 0.12
H -9.4204 6.7330 9.0777 0.12 0.02 0.14
H -10.5765 7.8752 7.4401 -0.05 0.01 -0.08
C -7.9486 5.2236 3.6095 0.29 -0.17 -0.22
O -7.1844 5.8824 2.6063 -0.15 0.17 0.02
H -8.6340 5.9425 4.0545 0.06 0.04 -0.08
H -8.5229 4.4057 3.1654 -0.08 -0.04 0.17
H -7.2822 4.8328 4.3833 -0.18 -0.07 0.12
H -6.5867 5.2319 2.2286 0.10 0.02 -0.01
C 0.0324 4.2349 -6.9505 -0.20 -0.06 -0.24
O -1.0808 3.3499 -7.0189 0.04 0.12 0.03
H 0.4855 4.1440 -5.9651 -0.08 -0.06 -0.02
H 0.7713 3.9693 -7.7110 0.12 0.12 0.08
H -0.2972 5.2666 -7.1003 0.17 0.06 0.05
H -1.4669 3.4432 -7.8927 -0.06 -0.04 -0.03
```
Positions in Å, forces in eV/Å.

## Properties
- M (g mol⁻¹) = 754.787
- HOMO level (eV) = -3.8
- Kohn-Sham gap (eV) = 5.425
- DFT total energy (eV) = -63299.07439
- charge = -1